Entry 1:
The following is a quantum chemistry calculation of a molecular structure, C35H53AsHgNOP2 in a non-equilibrium geometry, from the Open Molecules 2025 dataset.

Positions of all 94 atoms, in Å:
Hg -0.982 0.674 -1.306
P -0.309 -1.388 -2.699
P -0.147 3.117 -0.831
N 1.090 1.398 -3.150
C 1.298 -1.051 -3.536
H 1.981 -1.879 -3.299
H 1.121 -1.090 -4.626
C 2.011 0.269 -3.203
H 2.548 0.193 -2.244
H 2.770 0.468 -3.985
C 1.672 2.737 -2.980
H 1.124 3.431 -3.643
H 2.732 2.740 -3.289
C 1.558 3.230 -1.535
H 1.927 4.270 -1.471
H 2.225 2.625 -0.893
C 0.150 3.835 0.841
C 0.717 2.772 1.791
H 1.700 2.405 1.476
H 0.048 1.901 1.882
H 0.831 3.189 2.801
C -1.190 4.308 -1.798
C -2.707 4.193 -1.527
H -3.243 4.584 -2.407
H -3.013 4.800 -0.663
H -3.044 3.158 -1.370
C -1.550 -1.656 -4.065
C -2.916 -2.110 -3.516
H -3.683 -1.991 -4.296
H -3.238 -1.517 -2.649
H -2.911 -3.171 -3.230
C -0.065 -2.933 -1.689
C -1.289 -3.311 -0.845
H -0.980 -3.949 -0.008
H -2.017 -3.888 -1.434
H -1.794 -2.444 -0.405
C -2.254 0.249 1.013
C -0.687 5.756 -1.653
H 0.153 5.876 -0.953
H -0.351 6.120 -2.634
H -1.502 6.417 -1.328
C -1.047 -2.548 -5.220
H -1.871 -3.144 -5.640
H -0.653 -1.941 -6.046
H -0.255 -3.240 -4.905
C 0.404 -4.118 -2.540
H 0.654 -4.963 -1.886
H -0.388 -4.458 -3.219
H 1.299 -3.899 -3.133
C -1.087 4.532 1.411
H -1.973 3.884 1.382
H -0.901 4.791 2.462
H -1.317 5.466 0.883
H 0.931 4.600 0.679
H 0.747 -2.639 -0.999
H -1.017 3.978 -2.837
H -1.685 -0.630 -4.455
O -3.320 0.686 1.057
H 0.476 1.387 -3.966
H -1.755 1.269 -2.767
C -0.231 0.787 6.222
C 1.027 0.395 5.770
C 1.197 -0.039 4.448
C 0.078 -0.117 3.604
C -1.167 0.363 4.037
C -1.321 0.800 5.355
As 0.118 -1.016 1.851
C 2.103 -1.153 1.647
C 2.618 -0.242 0.703
C 4.001 -0.104 0.540
C 4.878 -0.925 1.273
C 4.358 -1.859 2.173
C 2.974 -1.960 2.388
C -0.632 -2.712 2.548
C 0.136 -3.831 2.904
C -0.499 -4.927 3.510
C -1.881 -4.923 3.711
C -2.647 -3.821 3.322
C -2.023 -2.717 2.727
H -0.362 1.099 7.260
H 1.886 0.425 6.442
H 2.185 -0.314 4.079
H -2.019 0.387 3.357
H -2.297 1.143 5.699
H 1.929 0.374 0.109
H 4.399 0.646 -0.150
H 5.957 -0.829 1.132
H 5.031 -2.511 2.730
H 2.600 -2.643 3.148
H 1.206 -3.857 2.702
H 0.093 -5.794 3.818
H -2.370 -5.792 4.158
H -3.729 -3.825 3.478
H -2.616 -1.857 2.398

Atoms 1-3, force components in eV/Å:
Hg 0.30 0.73 -1.34
P -0.10 -0.39 1.15
P 0.25 -0.40 0.64

Gap between HOMO and LUMO, eV: 6.71
Total charge: +1
Energy above the lowest of the compared OMol25 structures with the same formula, charge and spin, kcal per mole: 0.0

=====

Entry 2:
The following is a quantum chemistry calculation of a molecular structure, C35H53AsN5OPtS in a non-equilibrium geometry, from the Open Molecules 2025 dataset.

Positions of all 97 atoms, in Å:
Pt -0.497 0.885 -0.665
S -1.800 -1.214 -1.719
C -3.244 -0.940 -0.895
N -4.052 0.061 -1.266
C -5.384 0.273 -0.735
C -5.909 -1.019 -0.112
C -4.852 -1.600 0.822
N -3.612 -1.753 0.095
H -3.734 0.617 -2.043
H -6.039 0.591 -1.550
H -5.354 1.072 0.017
H -6.131 -1.745 -0.894
H -6.824 -0.819 0.442
H -5.155 -2.581 1.191
H -4.697 -0.934 1.679
H -2.968 -2.487 0.344
C -0.936 -6.177 -0.005
C -0.151 -4.900 0.055
C 0.213 -4.217 -1.097
C 0.927 -3.031 -1.044
C 1.316 -2.348 -2.322
C 1.284 -2.490 0.198
As 1.918 -0.586 0.139
N 0.360 0.039 0.864
C -0.229 0.171 2.069
C 0.447 0.134 3.306
C -0.244 0.239 4.493
C -1.623 0.392 4.513
C -2.309 0.485 3.308
C -1.630 0.381 2.115
C 3.367 -0.257 1.473
C 4.365 -1.195 1.749
C 4.466 -2.500 1.017
C 5.317 -0.915 2.723
C 5.338 0.297 3.394
C 6.331 0.585 4.475
C 4.422 1.268 3.012
C 3.458 1.019 2.047
C 2.541 2.145 1.658
C 0.987 -3.200 1.361
C 1.427 -2.778 2.729
C 0.270 -4.388 1.271
H -1.427 -6.296 -0.969
H -1.687 -6.205 0.784
H -0.268 -7.026 0.148
H -0.085 -4.605 -2.060
H 1.014 -2.944 -3.177
H 2.396 -2.191 -2.359
H 0.830 -1.372 -2.381
H 1.521 0.023 3.324
H 0.304 0.206 5.422
H -2.156 0.442 5.450
H -3.380 0.641 3.306
H -2.157 0.444 1.166
H 3.731 -2.564 0.215
H 4.318 -3.340 1.696
H 5.459 -2.596 0.579
H 6.060 -1.667 2.953
H 6.958 -0.279 4.671
H 5.814 0.855 5.394
H 6.967 1.422 4.192
H 4.462 2.244 3.476
H 3.081 3.088 1.716
H 1.692 2.205 2.342
H 2.166 2.019 0.636
H 2.151 -1.974 2.678
H 1.887 -3.622 3.240
H 0.574 -2.453 3.323
H 0.026 -4.916 2.183
C -0.744 4.457 0.837
O -1.022 3.072 0.853
H 0.120 4.709 1.454
H -1.611 5.026 1.189
H -0.532 4.737 -0.194
H -1.030 2.760 1.764
C 1.333 1.960 -3.356
C 0.123 1.289 -4.006
N -0.986 2.211 -4.216
C -1.337 2.541 -5.586
C -0.398 3.578 -6.204
C -1.631 2.716 -3.158
C -2.666 3.796 -3.357
N -1.403 2.287 -1.953
H 2.196 1.306 -3.435
H 1.133 2.142 -2.296
H 1.566 2.904 -3.840
H -0.222 0.468 -3.360
H 0.395 0.882 -4.978
H -2.363 2.906 -5.617
H -1.307 1.621 -6.179
H -0.317 4.458 -5.568
H -0.778 3.891 -7.172
H 0.594 3.158 -6.343
H -3.588 3.388 -3.771
H -2.314 4.578 -4.023
H -2.898 4.248 -2.394
H -1.944 2.793 -1.253

Atoms 1-3, force components in eV/Å:
Pt -1.09 -0.32 -0.76
S 1.96 1.02 0.14
C -1.00 0.21 0.54

Gap between HOMO and LUMO (spin up / spin down), eV: 5.39 / 5.37
Total charge: +1

=====

Entry 3:
The following is a quantum chemistry calculation of a molecular structure, C35H53BN5P2Pt in a non-equilibrium geometry, from the Open Molecules 2025 dataset.

Positions of all 97 atoms, in Å:
Pt -0.284 0.269 0.379
C -3.055 -4.166 2.211
C -2.457 -2.803 2.565
C -3.603 -1.788 2.656
C -1.778 -2.864 3.930
P -1.246 -2.125 1.236
C -2.179 -2.633 -0.290
N -1.634 -1.912 -1.399
B -0.868 -0.705 -1.360
N -0.339 -0.557 -2.673
C 0.654 0.354 -3.161
P 0.968 1.705 -1.928
C -0.136 3.099 -2.615
C 0.373 3.749 -3.899
C -1.512 2.460 -2.832
C -0.289 4.179 -1.544
C 2.827 2.000 -2.279
C 3.254 2.070 -3.744
C 3.522 0.795 -1.623
C 3.260 3.290 -1.587
C -0.752 -1.620 -3.452
C -0.448 -1.959 -4.760
C -0.968 -3.141 -5.265
C -1.770 -3.966 -4.487
C -2.080 -3.634 -3.179
C -1.563 -2.458 -2.664
C 0.353 -3.161 1.141
C 1.334 -2.522 2.122
C 0.198 -4.650 1.435
C 0.950 -2.995 -0.257
H -3.704 -4.482 3.028
H -2.303 -4.932 2.077
H -3.666 -4.113 1.315
H -4.408 -2.207 3.258
H -4.016 -1.537 1.681
H -3.270 -0.873 3.138
H -2.517 -3.125 4.686
H -1.357 -1.897 4.195
H -0.991 -3.612 3.967
H -3.243 -2.402 -0.148
H -2.078 -3.713 -0.452
H 0.355 0.786 -4.124
H 1.593 -0.192 -3.309
H 0.598 3.018 -4.672
H 1.261 4.348 -3.708
H -0.397 4.418 -4.282
H -1.552 1.854 -3.733
H -2.267 3.238 -2.924
H -1.775 1.830 -1.978
H 0.670 4.598 -1.248
H -0.778 3.759 -0.670
H -0.910 4.990 -1.924
H 2.906 1.218 -4.320
H 4.344 2.066 -3.779
H 2.915 2.979 -4.227
H 3.521 -0.074 -2.278
H 3.030 0.507 -0.694
H 4.561 1.034 -1.402
H 2.816 4.158 -2.068
H 4.342 3.397 -1.648
H 2.971 3.291 -0.539
H 0.191 -1.341 -5.371
H -0.736 -3.433 -6.279
H -2.144 -4.888 -4.905
H -2.702 -4.286 -2.584
H 0.997 -2.608 3.151
H 1.442 -1.465 1.865
H 2.311 -2.999 2.044
H -0.136 -4.838 2.451
H 1.168 -5.133 1.320
H -0.486 -5.125 0.736
H 1.093 -1.932 -0.486
H 0.327 -3.437 -1.028
H 1.921 -3.486 -0.295
N 3.051 6.273 3.452
C 2.492 5.395 2.969
C 1.834 4.297 2.374
C 2.564 3.158 2.007
C 1.892 2.090 1.456
N 0.569 2.080 1.254
C -0.128 3.168 1.601
C 0.448 4.286 2.160
H 3.629 3.109 2.180
H 2.427 1.187 1.192
H -1.202 3.126 1.463
H -0.162 5.124 2.458
C -1.003 1.139 5.560
C -1.914 1.318 4.531
C -1.555 0.920 3.253
N -0.373 0.388 2.964
C 0.505 0.240 3.946
C 0.231 0.583 5.260
H -1.248 1.428 6.571
H -2.891 1.738 4.713
H -2.237 1.032 2.418
H 1.472 -0.164 3.679
H 0.974 0.416 6.022

Atoms 1-3, force components in eV/Å:
Pt -1.59 -3.00 -2.31
C 0.26 0.07 -0.26
C 0.21 0.70 0.17

Gap between HOMO and LUMO, eV: 6.54
Total charge: +1
Energy above the lowest of the compared OMol25 structures with the same formula, charge and spin, kcal per mole: 75.0

=====

Entry 4:
The following is a quantum chemistry calculation of a molecular structure, C35H53BrCl2CrN4OPS, from the Open Molecules 2025 dataset.

Positions of all 99 atoms, in Å:
Cr -0.214 0.432 -0.107
Cl 0.069 -0.200 -2.384
C 1.563 -1.114 -2.526
C 1.887 -1.575 -3.786
C 3.061 -2.292 -3.957
C 3.875 -2.521 -2.858
C 3.514 -2.046 -1.610
Cl 4.589 -2.382 -0.283
C 2.335 -1.316 -1.372
S 1.888 -0.735 0.202
H 1.225 -1.373 -4.617
H 3.339 -2.663 -4.934
H 4.798 -3.075 -2.959
C -3.537 7.322 0.207
C -4.128 6.422 -0.884
C -5.649 6.447 -0.751
C -3.757 7.007 -2.254
C -3.568 5.005 -0.776
C -2.196 4.798 -0.856
C -1.683 3.518 -0.832
Br 0.200 3.311 -1.023
C -2.470 2.350 -0.742
O -1.967 1.156 -0.796
C -3.875 2.568 -0.664
C -4.368 3.868 -0.676
C -4.820 1.361 -0.672
C -4.577 0.450 0.538
C -6.294 1.775 -0.635
C -4.596 0.564 -1.966
H -3.904 8.345 0.096
H -2.449 7.346 0.156
H -3.814 6.965 1.200
H -6.005 7.476 -0.827
H -5.973 6.049 0.212
H -6.132 5.865 -1.537
H -4.172 8.012 -2.367
H -4.144 6.380 -3.058
H -2.676 7.075 -2.376
H -1.509 5.629 -0.951
H -5.436 4.002 -0.623
H -4.901 0.943 1.456
H -3.526 0.184 0.636
H -5.165 -0.465 0.428
H -6.527 2.364 0.253
H -6.912 0.875 -0.607
H -6.584 2.350 -1.517
H -3.577 0.186 -2.014
H -4.775 1.197 -2.838
H -5.289 -0.280 -2.007
N -0.485 0.853 1.757
P -0.232 1.110 3.223
N -0.156 -0.264 4.191
C -0.786 -0.423 5.482
C -1.972 -1.382 5.404
C -1.539 -2.716 4.803
C -0.848 -2.498 3.460
C 0.305 -1.512 3.611
N 1.183 1.942 3.615
C 2.260 1.432 4.440
C 3.428 0.922 3.597
C 3.913 2.013 2.646
C 2.752 2.533 1.807
C 1.605 2.991 2.700
N -1.421 2.047 3.958
C -1.211 3.131 4.893
C -1.343 4.498 4.190
C -2.245 4.373 2.957
C -3.366 3.390 3.258
C -2.765 1.986 3.404
H -1.100 0.551 5.855
H -0.049 -0.829 6.197
H -2.740 -0.929 4.768
H -2.407 -1.523 6.398
H -2.393 -3.391 4.703
H -0.831 -3.199 5.489
H -1.554 -2.076 2.737
H -0.480 -3.442 3.051
H 0.764 -1.311 2.644
H 1.077 -1.948 4.267
H 1.870 0.638 5.075
H 2.621 2.237 5.102
H 3.095 0.057 3.016
H 4.238 0.590 4.255
H 4.718 1.641 2.008
H 4.329 2.838 3.239
H 2.379 1.733 1.160
H 3.071 3.357 1.161
H 0.752 3.284 2.087
H 1.918 3.870 3.286
H -0.228 3.024 5.351
H -1.951 3.055 5.703
H -0.358 4.867 3.901
H -1.765 5.225 4.892
H -1.672 3.992 2.107
H -2.639 5.348 2.663
H -4.118 3.383 2.464
H -3.875 3.692 4.181
H -2.671 1.530 2.420
H -3.422 1.347 4.015

Atoms 1-3, force components in eV/Å:
Cr -0.19 0.19 0.78
Cl 0.12 -0.26 -0.68
C -0.10 0.08 0.04

Gap between HOMO and LUMO (spin up / spin down), eV: 6.63 / 7.22
<S²>: 6.01
Total charge: -1
Multiplicity: 5

=====

Entry 5:
The following is a quantum chemistry calculation of a molecular structure, C35H53N4OP2SZn in a non-equilibrium geometry, from the Open Molecules 2025 dataset.

Positions of all 97 atoms, in Å:
C -1.538 -1.365 -2.027
C 0.756 -1.775 -1.638
C -1.537 -2.254 -3.098
C 0.741 -2.802 -2.635
C -0.399 -3.023 -3.357
H -2.461 -2.395 -3.645
H 1.687 -3.249 -2.934
H -0.388 -3.756 -4.158
N -0.479 -1.292 -1.205
P -2.946 0.029 -0.032
P 2.979 -0.110 -0.456
C -2.801 -0.518 -1.789
H -2.846 0.367 -2.447
H -3.678 -1.117 -2.069
C -0.110 2.796 2.184
O 0.900 3.264 1.899
C 2.076 -1.305 -1.375
H 2.790 -2.041 -1.740
C 4.413 0.398 -1.640
C 3.750 -0.823 1.279
C -3.477 1.832 -0.093
C -4.172 -1.214 0.703
C 4.481 1.928 -1.526
H 4.719 2.264 -0.508
H 5.256 2.311 -2.204
H 3.526 2.383 -1.817
C 5.777 -0.246 -1.335
H 6.203 0.019 -0.361
H 5.733 -1.339 -1.425
H 6.497 0.094 -2.098
C 4.058 -0.012 -3.073
H 4.735 0.503 -3.772
H 4.177 -1.094 -3.221
H 3.034 0.262 -3.339
C 4.681 0.210 1.938
H 4.137 1.126 2.203
H 5.080 -0.218 2.873
H 5.544 0.491 1.323
C 2.621 -1.109 2.275
H 2.049 -0.209 2.529
H 1.920 -1.866 1.903
H 3.049 -1.508 3.212
C 4.484 -2.150 1.038
H 5.352 -2.058 0.377
H 4.860 -2.529 2.004
H 3.809 -2.912 0.626
C -4.496 -0.789 2.145
H -5.158 -1.542 2.602
H -3.589 -0.732 2.760
H -5.017 0.177 2.192
C -3.476 -2.588 0.718
H -3.206 -2.930 -0.290
H -2.567 -2.560 1.335
H -4.156 -3.331 1.163
C -5.459 -1.351 -0.127
H -6.126 -2.059 0.389
H -6.004 -0.409 -0.243
H -5.270 -1.766 -1.124
C -2.526 2.601 -1.034
H -2.668 2.319 -2.086
H -2.747 3.676 -0.948
H -1.470 2.445 -0.768
C -3.384 2.448 1.316
H -2.346 2.482 1.684
H -3.750 3.486 1.251
H -4.008 1.915 2.047
C -4.922 1.942 -0.599
H -5.069 1.459 -1.576
H -5.649 1.534 0.118
H -5.160 3.010 -0.722
Zn -0.750 -0.256 0.616
N 0.570 1.042 -0.045
C 1.313 0.899 -1.041
C 1.125 1.563 -2.426
C 1.154 2.957 -2.365
C 0.812 0.936 -3.654
C 0.905 3.740 -3.502
H 1.394 3.435 -1.398
C 0.610 1.714 -4.811
H 0.798 -0.157 -3.743
C 0.652 3.112 -4.736
H 0.956 4.827 -3.398
H 0.470 1.236 -5.787
H 0.538 3.726 -5.638
C -0.658 -2.748 5.254
N -0.862 -1.319 5.056
C -0.990 -0.373 6.054
C -1.125 0.836 5.446
N -1.065 0.599 4.085
C -0.884 -0.728 3.839
S -0.653 -1.649 2.432
H -1.417 -3.315 4.704
H 0.331 -3.046 4.886
H -0.738 -2.954 6.326
H -0.959 -0.641 7.096
H -1.277 1.820 5.848
H -1.072 1.315 3.355

Atoms 1-3, force components in eV/Å:
C -0.36 -1.20 -1.01
C 0.18 0.18 -0.21
C -0.85 0.61 0.51

Gap between HOMO and LUMO, eV: 6.89
Total charge: +1
Energy above the lowest of the compared OMol25 structures with the same formula, charge and spin, kcal per mole: 6.7

=====

We obtain DFT total energy values of -124275.843, -121568.443, -67102.991, -188802.765, -122987.056 eV for the records listed above, in that order.